Density functional theory data (ωB97M-V with the def2-TZVPD basis set) for an isolated molecule of C3H3NO2 in a non-equilibrium geometry.

Last column: Mulliken charge in e.
CARTESIAN COORDINATES (ANGSTROEM)
C1 -2.746 0.479 -0.515  -0.2988
C2 -1.830 -0.067 0.204  0.0986
O1 -0.983 -1.067 0.193  -0.3147
C3 0.204 -1.713 0.147  0.5738
N1 1.285 -1.122 -0.349  -0.3928
O2 0.198 -2.670 0.795  -0.4754
H1 -3.744 0.706 -0.177  0.2629
H2 0.815 -0.353 -0.952  0.2660
H3 2.097 -1.688 -0.641  0.2803

Output
**M**: 85.06 g mol⁻¹
**Frontier orbital gap**: 9.80 eV
**Calculated total energy**: -321.1908 a.u.
**HOMO energy**: -9.79 eV
**LUMO level**: 0.0002 Ha
**Relative energy (zero: lowest compared OMol25 entry of this formula, charge and spin)**: 490.5 kJ/mol


Density functional theory data (ωB97M-V with the def2-TZVPD basis set) for an isolated molecule of C4H8N2 in a non-equilibrium geometry.

Last column: Mulliken charge in e.
CARTESIAN COORDINATES (ANGSTROEM)
C1 0.642 -0.929 -0.038  -0.1461
C2 -0.328 -0.035 -0.663  0.1125
C3 -1.427 0.567 0.192  -1.4566
N1 0.664 -1.209 1.248  -0.3365
C4 0.866 1.055 -0.998  -0.0320
N2 1.892 0.936 -0.316  -0.7772
H1 1.264 -1.544 -0.677  0.3686
H2 -0.702 -0.465 -1.598  0.3622
H3 0.194 -0.587 1.891  0.2286
H4 1.456 -1.705 1.635  0.2603
H5 0.606 1.676 -1.885  0.3328
H6 -1.968 1.314 -0.393  0.3643
H7 -1.006 1.096 1.053  0.4002
H8 -2.154 -0.169 0.550  0.3189

Output
**M**: 84.12 g mol⁻¹
**Frontier orbital gap (spin up / spin down)**: 7.05 / 7.05 eV
**Calculated total energy**: -266.5972 a.u.
**HOMO energy (spin up / spin down)**: -6.43 / -6.43 eV
**LUMO level (spin up / spin down)**: 0.0230 / 0.0230 Ha
**Relative energy (zero: lowest compared OMol25 entry of this formula, charge and spin)**: 327.7 kJ/mol


Density functional theory data (ωB97M-V with the def2-TZVPD basis set) for a structure of composition C3H5NO in a non-equilibrium geometry.

Last column: Mulliken charge in e.
CARTESIAN COORDINATES (ANGSTROEM)
C1 0.649 0.013 -0.110  0.3720
C2 -0.449 1.073 -0.129  -0.2499
C3 -1.433 -0.072 0.280  -0.3712
H1 -0.481 1.977 0.578  0.2864
H2 -0.653 1.273 -1.284  0.2101
H3 -2.458 -0.069 -0.313  0.1951
H4 -1.765 -0.232 1.369  0.2692
H5 -0.191 -2.040 0.551  0.3246
N1 -0.313 -1.053 -0.380  -0.4567
O1 1.892 0.048 0.189  -0.5796

Output
**M**: 71.08 g mol⁻¹
**Frontier orbital gap**: 10.40 eV
**Calculated total energy**: -247.1907 a.u.
**HOMO energy**: -10.01 eV
**LUMO level**: 0.0142 Ha
**Relative energy (zero: lowest compared OMol25 entry of this formula, charge and spin)**: 306.1 kJ/mol


Density functional theory data (ωB97M-V with the def2-TZVPD basis set) for a cluster of 4 separate species, H7O3S in total in a non-equilibrium geometry.

Last column: Mulliken charge in e.
CARTESIAN COORDINATES (ANGSTROEM)
S1 0.132 0.298 1.249  -0.8358
H1 1.001 0.063 2.178  0.0022
H2 2.268 -0.638 1.065  0.2436
H3 2.687 -1.570 -0.070  0.3068
O1 3.106 -1.264 0.776  -0.6527
H4 -2.447 -0.504 -0.843  0.3159
H5 -1.240 -0.721 0.141  0.2836
O2 -1.712 -1.103 -0.663  -0.6536
H6 -0.910 1.147 -1.506  0.3329
H7 -1.516 2.276 -0.705  0.3263
O3 -1.369 2.016 -1.622  -0.6691

Output
**M**: 87.12 g mol⁻¹
**Frontier orbital gap**: 7.91 eV
**Charge**: -1
**Calculated total energy**: -628.1505 a.u.
**HOMO energy**: -3.92 eV
**LUMO level**: 0.1464 Ha
**Relative energy (zero: lowest compared OMol25 entry of this formula, charge and spin)**: 75.5 kJ/mol


Density functional theory data (ωB97M-V with the def2-TZVPD basis set) for a structure of composition C46H46BaClN7O5S2 in a non-equilibrium geometry.

Last column: Mulliken charge in e.
CARTESIAN COORDINATES (ANGSTROEM)
Ba1 0.557 0.422 0.253  2.3001
C1 4.388 -0.470 0.775  -0.9912
C2 4.643 0.508 -0.388  -0.4827
C3 4.337 1.939 -0.035  0.0964
C4 5.342 2.896 0.052  -0.9636
C5 5.008 4.200 0.379  -0.4810
C6 3.679 4.512 0.607  -0.9582
C7 2.742 3.496 0.504  -0.6247
N1 3.059 2.241 0.195  0.6337
N2 3.152 -1.246 0.601  1.1537
C8 3.390 -2.286 -0.396  -1.5370
C9 2.173 -2.875 -1.064  0.5437
C10 2.247 -4.163 -1.585  -0.9448
C11 1.163 -4.677 -2.275  -0.5772
C12 0.025 -3.897 -2.401  -0.9576
C13 0.034 -2.638 -1.833  -0.3429
N3 1.084 -2.120 -1.193  0.6429
C14 2.706 -1.866 1.860  0.4188
C15 2.566 -0.886 2.996  -0.6202
C16 3.156 -1.153 4.225  -0.8891
C17 3.014 -0.236 5.256  -0.6282
C18 2.304 0.928 5.019  -0.9127
C19 1.756 1.115 3.760  -0.6825
N4 1.868 0.226 2.775  1.2252
H1 4.312 0.095 1.702  0.6680
H2 5.247 -1.151 0.889  0.3233
H3 4.017 0.230 -1.239  0.2989
H4 5.681 0.437 -0.718  0.3675
H5 6.370 2.617 -0.140  0.4554
H6 5.775 4.960 0.451  0.4077
H7 3.364 5.514 0.860  0.5342
H8 1.690 3.690 0.674  0.4659
H9 3.978 -3.109 0.045  0.3054
H10 4.016 -1.866 -1.187  0.4682
H11 3.144 -4.751 -1.443  0.4764
H12 1.189 -5.677 -2.689  0.4544
H13 -0.856 -4.268 -2.905  0.4930
H14 -0.844 -2.003 -1.881  0.4469
H15 3.415 -2.650 2.174  0.5108
H16 1.730 -2.335 1.684  -0.5718
H17 3.718 -2.066 4.367  0.4994
H18 3.461 -0.426 6.223  0.4385
H19 2.173 1.679 5.785  0.4795
H20 1.185 2.005 3.525  0.2993
O1 -1.715 0.278 -0.746  0.1420
S1 -3.067 -0.327 -0.948  0.3492
C20 -3.481 0.063 -2.695  -1.0633
C21 -2.660 1.225 -3.251  -0.1312
C22 -1.315 0.734 -3.782  -0.2032
C23 -0.404 1.787 -4.392  -1.1343
S2 0.501 2.825 -3.176  -0.0563
O2 0.619 2.021 -1.928  -0.1189
C24 -0.746 4.075 -2.838  0.5241
C25 -1.251 4.195 -1.556  -0.2834
C26 -2.152 5.212 -1.277  -0.2160
C27 -2.535 6.093 -2.278  -0.8536
C28 -2.013 5.969 -3.560  -0.6734
C29 -1.102 4.963 -3.842  -0.7227
C30 -4.208 0.809 -0.174  0.3861
C31 -3.706 1.911 0.492  -0.0627
C32 -4.588 2.780 1.121  -0.5088
C33 -5.952 2.535 1.075  -0.6016
C34 -6.442 1.414 0.413  -0.7176
C35 -5.568 0.539 -0.208  -0.5997
H21 -4.553 0.258 -2.714  0.6457
H22 -3.297 -0.855 -3.258  0.5222
H23 -2.521 1.980 -2.477  -0.3034
H24 -3.223 1.699 -4.060  0.6673
H25 -1.501 -0.014 -4.560  0.5794
H26 -0.773 0.231 -2.979  -0.2299
H27 -0.934 2.477 -5.053  0.5350
H28 0.386 1.306 -4.970  0.4317
H29 -0.934 3.497 -0.790  0.5108
H30 -2.535 5.332 -0.272  0.3758
H31 -3.229 6.892 -2.053  0.4111
H32 -2.302 6.666 -4.335  0.3931
H33 -0.669 4.881 -4.833  0.4683
H34 -2.636 2.063 0.537  0.0963
H35 -4.197 3.635 1.658  0.4907
H36 -6.638 3.210 1.570  0.4071
H37 -7.506 1.217 0.394  0.3901
H38 -5.941 -0.351 -0.703  0.5091
C36 1.300 -6.007 2.180  -1.3034
C37 0.084 -5.874 1.311  1.0404
C38 -0.168 -6.760 0.281  -0.6684
C39 -1.287 -6.603 -0.524  0.0439
Cl1 -1.531 -7.692 -1.865  -0.2471
C40 -2.168 -5.566 -0.312  -0.9355
C41 -1.936 -4.669 0.726  -0.7510
C42 -0.823 -4.826 1.543  0.9874
O3 -0.540 -4.041 2.610  -0.4525
C43 -1.487 -3.030 2.938  -1.1439
C44 -1.567 -1.846 1.960  -0.1323
O4 -2.681 -1.353 1.772  -0.6870
O5 -0.465 -1.478 1.458  0.5054
H39 1.942 -6.813 1.826  0.4125
H40 1.023 -6.210 3.216  0.3407
H41 1.867 -5.076 2.183  0.0138
H42 0.522 -7.573 0.090  0.3864
H43 -3.029 -5.443 -0.954  0.4995
H44 -2.623 -3.848 0.874  0.4908
H45 -1.155 -2.633 3.899  0.3842
H46 -2.473 -3.476 3.062  0.4097
N5 -0.369 2.506 1.463  -1.6221
C45 -0.858 3.442 1.962  0.7798
N6 -1.445 4.398 2.597  -0.8391
C46 -1.291 5.629 2.121  0.5464
N7 -1.213 6.726 1.760  -0.6553

Output
**M**: 1013.83 g mol⁻¹
**Frontier orbital gap**: 8.10 eV
**Calculated total energy**: -3822.1909 a.u.
**HOMO energy**: -8.03 eV
**LUMO level**: 0.0026 Ha
**Relative energy (zero: lowest compared OMol25 entry of this formula, charge and spin)**: 41.7 kJ/mol


Density functional theory data (ωB97M-V with the def2-TZVPD basis set) for a structure of composition C12H16N5O2PdS in a non-equilibrium geometry.

Last column: Mulliken charge in e.
CARTESIAN COORDINATES (ANGSTROEM)
Pd1 0.024 -0.014 0.101  0.8200
N1 -2.131 -3.537 -1.007  -0.3522
C1 -1.641 -2.360 -0.627  0.7185
S1 0.100 -2.174 -0.617  -0.4403
N2 -2.506 -1.431 -0.269  -1.2906
N3 -1.904 -0.290 0.100  0.5633
C2 -2.601 0.691 0.520  -0.5449
C3 -1.882 1.907 0.878  0.9163
C4 -2.497 3.067 1.306  -0.8511
C5 -1.720 4.172 1.612  -0.1102
C6 -0.347 4.091 1.477  -0.8569
C7 0.202 2.898 1.042  -0.0595
N4 -0.544 1.838 0.757  -0.3434
H1 -1.515 -4.247 -1.358  0.1920
H2 -3.127 -3.675 -1.040  0.2441
H3 -3.677 0.584 0.588  0.4022
H4 -3.575 3.088 1.395  0.3890
H5 -2.181 5.090 1.950  0.4382
H6 0.291 4.934 1.703  0.3844
H7 1.268 2.773 0.916  0.4041
O1 1.869 1.095 -1.924  -0.6026
C8 2.544 0.693 -1.006  0.5337
O2 2.157 0.285 0.167  -0.8112
C9 4.055 0.604 -1.181  0.1836
N5 4.642 0.212 0.167  -0.0711
C10 5.355 -1.106 0.003  -0.6091
C11 5.707 -1.138 -1.475  -0.5462
C12 4.466 -0.530 -2.132  -0.7701
H8 4.449 1.565 -1.499  0.3711
H9 3.792 0.111 0.744  0.2749
H10 5.246 0.931 0.551  0.3820
H11 4.641 -1.887 0.255  0.2923
H12 6.202 -1.161 0.680  0.3878
H13 5.919 -2.147 -1.820  0.3626
H14 6.585 -0.518 -1.669  0.3129
H15 3.665 -1.268 -2.200  0.3060
H16 4.660 -0.152 -3.132  0.3802

Output
**M**: 400.78 g mol⁻¹
**Frontier orbital gap**: 7.56 eV
**Charge**: +1
**Calculated total energy**: -1417.0534 a.u.
**HOMO energy**: -10.92 eV
**LUMO level**: -0.1234 Ha
**Relative energy (zero: lowest compared OMol25 entry of this formula, charge and spin)**: 0.0 kJ/mol